Record 1
Computed, not measured: a gas-phase ion, C5H3FNO2 (charge -1) in a non-equilibrium geometry, with ωB97M-V/def2-TZVPD.

Summary:
Relative energy (zero: lowest compared OMol25 entry of this formula, charge and spin) in kJ/mol: 310.6
Charge: -1

Last column: Mulliken charge in e.
Cartesian coordinates (Å):
C  -1.652  2.547  2.637  0.4600
O  -2.117  3.096  3.583  -0.6098
F  1.805  -1.972  0.566  -0.1369
C  0.458  -0.375  1.547  0.5588
N  -0.031  0.383  2.565  -0.1903
H  -1.378  0.040  0.402  0.1864
H  0.349  -0.384  -0.646  0.2225
H  0.057  1.257  0.189  0.2821
C  -0.619  1.379  2.883  0.3906
C  1.246  -1.498  1.710  -0.7490
C  -0.171  0.193  0.282  -0.8565
O  -1.773  2.528  1.423  -0.5578


Record 2
Computed, not measured: a single C3H3NO2 molecule in a non-equilibrium geometry, with ωB97M-V/def2-TZVPD.

Summary:
SMILES: O=C=N/C=C\O
Relative energy (zero: lowest compared OMol25 entry of this formula, charge and spin) in kJ/mol: 251.8
Charge: 0

Last column: Mulliken charge in e.
Cartesian coordinates (Å):
H  -1.625  0.058  0.252  0.3373
O  -0.564  -1.543  0.014  -0.4640
C  -0.630  -0.254  0.005  -0.1307
O  4.198  -0.221  0.094  -0.4352
C  0.390  0.577  -0.011  -0.0595
H  0.250  1.666  -0.208  0.3151
H  0.280  -1.881  -0.042  0.3215
N  1.894  -0.174  -0.044  -0.3452
C  3.061  -0.018  0.018  0.4607


Record 3
Computed, not measured: a molecular structure, C15H15ClFeN7O4S3 in a non-equilibrium geometry, with ωB97M-V/def2-TZVPD.

Summary:
Multiplicity: 6
Charge: +2
Total energy in eV: -113799.165
<S²>: 8.78

Last column: Mulliken charge in e.
Cartesian coordinates (Å):
H  2.017  2.122  4.634  0.3584
O  -1.617  1.563  1.052  -0.6928
N  2.209  0.032  -0.694  -0.1627
N  0.032  0.237  -2.248  -0.1715
H  -3.903  -0.770  -0.778  0.4561
H  4.709  0.411  1.347  0.2392
N  3.759  0.482  1.022  -0.2068
C  3.432  -0.983  -2.394  -0.4461
H  -2.394  -0.684  5.264  0.5037
S  0.791  1.308  2.121  -0.7099
H  1.973  1.183  6.142  0.3125
C  3.418  0.015  -0.175  0.5399
C  2.219  -0.534  -1.968  0.3243
C  -2.090  -1.047  0.351  0.2837
C  1.868  1.133  5.063  -0.7794
C  -1.474  -0.228  4.948  -0.2678
H  1.202  -2.237  -4.159  0.4222
H  -3.853  0.862  3.220  0.5609
H  3.673  -1.437  -3.340  0.4364
H  -0.142  -0.003  6.675  0.4559
H  3.055  0.901  1.615  -0.0437
S  -1.034  -1.311  -4.065  -0.0855
O  -0.791  2.008  -0.906  -0.4440
Cl  -1.772  1.566  -0.214  2.3146
C  0.005  0.641  3.510  0.2208
S  4.634  -0.703  -1.224  -0.1285
H  -5.064  0.462  1.082  0.4852
O  -1.307  -1.447  -0.566  -0.4541
C  0.978  -0.594  -2.677  0.2558
N  -2.227  0.594  -2.449  -0.2889
H  -2.251  0.533  -0.083  -0.8034
C  0.592  -1.478  -3.695  -0.4003
H  -1.933  0.872  -1.144  0.5331
Fe  -0.020  0.301  0.047  0.4956
H  2.622  0.460  4.658  0.3236
N  0.539  0.647  4.736  0.1998
C  -3.418  -0.581  0.168  -0.2247
H  -3.055  0.360  -2.985  0.2985
C  -4.053  0.101  1.208  -0.4477
N  -1.482  -0.863  1.576  -0.2972
C  -3.390  0.328  2.404  -0.6398
C  -0.366  0.106  5.630  -0.5618
N  -1.254  0.113  3.622  0.3649
C  -1.162  -0.003  -2.816  0.0835
C  -2.096  -0.187  2.516  0.5027
O  -2.900  2.122  -0.539  -0.7147


Record 4
Computed, not measured: a molecular structure, C3H6N2O in a non-equilibrium geometry, with ωB97M-V/def2-TZVPD.

Summary:
Relative energy (zero: lowest compared OMol25 entry of this formula, charge and spin) in kJ/mol: 456.3
Charge: 0

Last column: Mulliken charge in e.
Cartesian coordinates (Å):
H  -2.255  -0.022  0.364  0.1926
C  -1.074  -0.290  -1.187  -0.3533
O  1.674  0.790  1.736  -0.3525
H  -0.425  -1.333  1.326  -0.0508
N  2.290  0.052  -1.489  -0.3466
N  -1.376  -0.442  0.035  -0.4277
C  1.145  0.956  0.660  -0.0958
H  0.116  -1.274  1.899  0.0688
C  1.770  0.448  -0.536  0.4481
H  -1.863  0.204  -1.728  0.2274
H  -0.246  -0.662  -1.816  0.3355
H  0.250  1.575  0.691  0.3542


Record 5
Computed, not measured: a molecular structure, C13H10AsO8S2Tl, with ωB97M-V/def2-TZVPD.

Summary:
Charge: -2
Total energy in eV: -117229.537

Last column: Mulliken charge in e.
Cartesian coordinates (Å):
C  -3.734  3.850  3.382  -0.5967
As  -4.002  1.443  -0.101  1.0851
C  3.527  -3.432  -2.125  -0.9859
C  6.123  -2.544  -1.803  -0.3069
H  -2.974  4.449  3.865  0.4454
H  -5.736  0.895  -1.429  0.2901
H  5.268  -0.713  -1.118  0.3576
C  3.718  -2.111  -1.633  -0.1270
O  -0.958  3.809  2.760  -0.7206
C  7.081  -4.675  -2.595  0.6198
O  -3.374  2.268  -1.384  -0.7675
H  -5.230  4.185  4.875  0.3431
C  -5.926  2.885  3.309  -0.5409
O  -5.726  1.122  -0.492  -0.6732
H  4.327  -5.249  -2.810  0.0838
S  -1.735  3.526  1.568  1.2677
C  -5.601  2.254  2.120  -0.3817
O  -3.254  -0.023  0.110  -0.7894
O  6.836  -5.950  -3.041  -0.4950
H  2.509  -3.778  -2.253  0.3542
O  -1.878  4.638  0.654  -0.6853
O  8.239  -4.336  -2.496  -0.6374
H  5.884  -6.088  -3.059  0.2849
C  -4.340  2.416  1.544  0.0436
C  4.580  -4.258  -2.436  -0.3125
H  7.145  -2.207  -1.680  0.3705
C  -4.989  3.690  3.941  -0.4494
O  -1.361  2.258  0.929  -0.6012
S  2.411  -1.085  -1.247  -0.3927
Tl  -1.180  0.728  -1.134  0.7723
C  5.916  -3.846  -2.285  0.7261
C  5.076  -1.712  -1.490  -0.5382
H  -6.332  1.630  1.627  0.4464
C  -3.400  3.218  2.187  0.1608
H  -6.910  2.741  3.740  0.3502


Question: The highest charge belongs to which entry?
Answer: C15H15ClFeN7O4S3


Question: The lowest charge belongs to which entry?
Answer: C13H10AsO8S2Tl


Question: Which of these has the lowest charge?
Answer: C13H10AsO8S2Tl